The molecule C4H7NS, computed with the ωB97M-V functional and the def2-TZVPD basis.

Energy relative to the best compared isomer or geometry (same formula, charge and spin)   79.61 kJ/mol
Orbital gap   0.332 hartree
DFT total energy   -609.52817 hartree
M   101.2 g mol⁻¹
Spin multiplicity   1
SMILES   CN1CCC1=S

Cartesian coordinates (Å):
S  -2.420  1.185  0.097
H  -0.386  -2.389  -0.031
C  0.454  1.475  0.653
H  -1.670  -1.500  -0.867
N  -0.147  -0.318  -0.163
H  1.840  0.251  -0.583
C  1.154  0.164  0.244
H  0.450  1.689  1.732
H  1.606  -0.414  1.057
H  0.684  2.378  0.095
C  -0.600  -1.567  -0.714
C  -0.832  0.791  0.185
H  -0.134  -1.745  -1.703